No. 1
Formula: ClH42NiO21
Source: the OMol25 dataset
Level of theory: ωB97M-V/def2-TZVPD

Summary:
- E_HOMO (spin up / spin down): -0.447 / -0.447 Ha
- DFT total energy: -97243.9445 eV
- Energy relative to the best compared isomer or geometry (same formula, charge and spin): 0.0 kJ/mol
- Kohn-Sham gap (spin up / spin down): 9.19 / 9.09 eV
- Spin multiplicity: 3
- Charge: +1
- ⟨S²⟩: 2.00

Geometry as XYZ:
```
65
ClH42NiO21, DFT ωB97M-V/def2-TZVPD
Ni -0.29576 1.19013 2.35328
Cl 0.10877 0.09001 0.11935
O -0.06468 -3.10898 2.86083
H -0.92308 -3.53249 2.85508
H 0.38904 -3.49639 3.60934
O -1.88215 0.67064 -2.61454
H -1.19630 0.87063 -3.25161
H -1.49941 -0.00403 -2.05370
O 0.89176 -2.96566 0.23012
H 0.70454 -2.87246 1.16420
H 0.77441 -2.08543 -0.12715
O -0.98138 3.83208 -0.39974
H -0.20703 3.95637 -0.94852
H -1.53496 3.23113 -0.89838
O 2.82006 0.91647 -3.86631
H 1.86418 0.96465 -3.85195
H 3.05535 1.08825 -4.77810
O -4.29738 0.95531 0.10422
H -3.97618 0.11030 -0.21044
H -4.68823 1.36582 -0.66710
O 0.27436 3.05699 1.74492
H -0.07188 3.58071 1.02238
H 1.01216 3.56711 2.07906
O 3.44690 2.58331 -0.73647
H 4.21532 2.98471 -0.33070
H 3.57631 1.64246 -0.61692
O -2.69063 -1.23460 -0.65992
H -1.85990 -1.03953 -0.22627
H -2.43866 -1.59815 -1.50879
O -1.35032 -2.42700 -2.67324
H -1.74700 -2.66775 -3.51045
H -0.51922 -2.90156 -2.65616
O 0.95869 3.00572 -2.09969
H 0.98534 2.50577 -2.91552
H 1.51702 2.51322 -1.49808
O -4.70684 -2.82740 0.46084
H -4.10623 -2.17653 0.09770
H -4.87921 -3.42652 -0.26550
O -2.33200 1.61591 1.89444
H -2.60646 2.48036 2.20042
H -3.01471 1.35170 1.27774
O 4.36693 -2.66844 -0.48929
H 4.11079 -1.85564 -0.92517
H 3.79335 -3.33477 -0.86778
O 3.84175 -0.64687 2.27992
H 4.66149 -0.42343 2.72074
H 4.07787 -1.35194 1.67711
O -1.04567 -0.73733 3.00516
H -0.58291 -1.57520 2.99740
H -1.89005 -0.93328 3.41119
O 3.28852 -0.46700 -1.57474
H 2.38055 -0.30830 -1.31659
H 3.43702 0.12916 -2.30876
O -4.02694 2.59435 -2.40831
H -4.13380 2.93129 -3.29784
H -3.51513 1.79257 -2.51525
O 2.26575 -4.25724 -1.60333
H 1.59867 -4.25752 -2.28979
H 1.78858 -4.03063 -0.80509
O -0.86824 1.90632 4.30944
H -0.62952 1.42032 5.09878
H -1.49553 2.56282 4.61233
O 1.58736 0.67880 3.08794
H 2.11675 -0.05031 2.76487
H 2.14779 1.11699 3.72836
```

***

No. 2
Formula: ClH4MgO2
Source: the OMol25 dataset
Level of theory: ωB97M-V/def2-TZVPD

Summary:
- E_HOMO: -0.511 Ha
- DFT total energy: -22119.5190 eV
- Energy relative to the best compared isomer or geometry (same formula, charge and spin): 0.0 kJ/mol
- Kohn-Sham gap: 5.39 eV
- Charge: +1

Geometry as XYZ:
```
8
ClH4MgO2, DFT ωB97M-V/def2-TZVPD
Mg 1.78684 -2.68344 0.03944
Cl 0.92592 -0.80817 1.38510
O -2.19842 0.24003 1.05675
H -1.39683 -0.28482 0.94305
H -1.89077 1.11510 1.31818
O 0.84144 0.45159 -1.72505
H 1.41711 1.12397 -2.10878
H 0.51471 0.84574 -0.90870
```

***

No. 3
Formula: ClH4N2OP
Source: the OMol25 dataset
Level of theory: ωB97M-V/def2-TZVPD

Summary:
- E_HOMO: -0.353 Ha
- DFT total energy: -26902.0591 eV
- Energy relative to the best compared isomer or geometry (same formula, charge and spin): 416.1 kJ/mol
- Kohn-Sham gap: 9.42 eV

Geometry as XYZ:
```
9
ClH4N2OP, DFT ωB97M-V/def2-TZVPD
H -2.05909 -0.31264 -1.14452
N -1.24808 -0.29109 -0.64233
P -0.24852 -1.53810 -0.74678
N 1.00276 -1.14630 0.30600
H 1.18544 -0.39000 0.84718
H 1.90520 -1.62421 0.23303
O -0.61760 2.16515 0.20013
Cl 0.78612 1.98060 1.10504
H -0.70621 1.15660 -0.15776
```

***

No. 4
Formula: ClH4N2PS
Source: the OMol25 dataset
Level of theory: ωB97M-V/def2-TZVPD

Summary:
- E_HOMO: -0.351 Ha
- DFT total energy: -35691.8649 eV
- Energy relative to the best compared isomer or geometry (same formula, charge and spin): 188.7 kJ/mol
- Kohn-Sham gap: 10.10 eV

Geometry as XYZ:
```
9
ClH4N2PS, DFT ωB97M-V/def2-TZVPD
N 1.34334 -0.72394 0.01953
N 0.77427 1.70965 0.70458
P 0.31035 0.14337 0.67891
S -1.44812 0.13060 1.39657
Cl -1.77263 -1.30222 -2.17321
H -2.09635 -2.44778 -2.12984
H 1.33481 -1.65848 0.27295
H 1.52636 1.90855 0.09408
H 0.02797 2.24025 1.13643
```

***

No. 5
Formula: ClH5N3PS
Source: the OMol25 dataset
Level of theory: ωB97M-V/def2-TZVPD

Summary:
- E_HOMO: -0.298 Ha
- DFT total energy: -37193.9966 eV
- Energy relative to the best compared isomer or geometry (same formula, charge and spin): 460.8 kJ/mol
- Kohn-Sham gap: 5.79 eV

Geometry as XYZ:
```
11
ClH5N3PS, DFT ωB97M-V/def2-TZVPD
N -1.66671 0.85233 1.36342
N -0.28367 -1.20177 -1.27188
N 1.26236 0.73447 -0.80179
P 0.64218 -0.68660 0.02286
S 2.09826 -1.86850 0.55896
Cl 2.59350 1.44668 0.04221
H -1.34770 1.70053 1.79927
H -2.10025 0.31837 2.14689
H -0.70607 -2.08728 -1.13541
H -0.88303 -0.41679 -1.60152
H 0.39112 1.20858 -1.12303
```

***

No. 6
Formula: ClH6N4P
Source: the OMol25 dataset
Level of theory: ωB97M-V/def2-TZVPD

Summary:
- E_HOMO (spin up / spin down): -0.289 / -0.252 Ha
- DFT total energy: -27865.4068 eV
- Energy relative to the best compared isomer or geometry (same formula, charge and spin): 215.0 kJ/mol
- Kohn-Sham gap (spin up / spin down): 7.96 / 7.67 eV

Geometry as XYZ:
```
12
ClH6N4P, DFT ωB97M-V/def2-TZVPD
N -0.99987 0.88034 2.16491
N 0.68413 -1.80054 -1.51190
N 0.30034 0.76282 1.80707
N 1.04342 -0.42459 -1.57017
P 0.28777 1.03151 -1.11748
Cl -1.56852 0.56290 -1.56878
H -1.23594 0.18864 2.89963
H -1.24685 1.82574 2.34060
H 0.07228 -1.95534 -0.72557
H 0.05484 -2.21667 -2.26560
H 0.62673 1.56949 1.35363
H 1.98168 -0.42428 -1.80633
```

***

No. 7
Formula: ClH6O4V
Source: the OMol25 dataset
Level of theory: ωB97M-V/def2-TZVPD

Summary:
- E_HOMO (spin up / spin down): -0.506 / -0.508 Ha
- DFT total energy: -46482.1584 eV
- Energy relative to the best compared isomer or geometry (same formula, charge and spin): 439.7 kJ/mol
- Kohn-Sham gap (spin up / spin down): 5.37 / 5.81 eV
- Spin multiplicity: 2
- Charge: +1
- ⟨S²⟩: 0.79

Geometry as XYZ:
```
12
ClH6O4V, DFT ωB97M-V/def2-TZVPD
O -5.57709 -17.99035 -2.81254
V -4.49374 -16.88629 -3.20066
Cl -3.29514 -17.68098 -2.05945
O -1.47510 -19.16012 -1.03125
H -1.26542 -19.16052 -0.09729
H -2.03544 -18.39338 -1.15108
O -2.16871 -15.74443 -0.92137
H -1.59955 -15.34543 -1.57948
H -2.72211 -16.34809 -1.41693
O -3.08501 -20.41318 -1.63551
H -2.25229 -20.08713 -1.29421
H -3.57367 -19.62422 -1.87004
```

***

No. 8
Formula: ClHIOPS
Source: the OMol25 dataset
Level of theory: ωB97M-V/def2-TZVPD

Summary:
- E_HOMO (spin up / spin down): -0.370 / -0.348 Ha
- DFT total energy: -42810.5255 eV
- Energy relative to the best compared isomer or geometry (same formula, charge and spin): 249.8 kJ/mol
- Kohn-Sham gap (spin up / spin down): 7.22 / 6.17 eV

Geometry as XYZ:
```
6
ClHIOPS, DFT ωB97M-V/def2-TZVPD
O 1.40738 -0.53510 0.07930
P 0.36259 -1.70388 0.04726
S 0.81378 -2.57975 -1.60456
Cl 0.75810 -2.49339 1.91496
I -3.38060 -0.55458 -0.27991
H 1.62899 -0.27135 -0.75683
```